1.
{
  "formula": "C5H11N",
  "method": "the ωB97M-V functional and the def2-TZVPD basis",
  "fmax_ev_per_a": 1.97,
  "e_homo_ha": [-0.524, -0.593],
  "multiplicity": 2,
  "e_tot_ev": -6845.246,
  "molar_mass_da": 85.1,
  "e_above_lowest_kcal_mol": 18.1,
  "charge": 1,
  "elements": ["C", "C", "N", "C", "C", "C", "H", "H", "H", "H", "H", "H", "H", "H", "H", "H", "H"],
  "positions_angstrom": [[-2.37861, -0.00534, -1.40751], [-0.91390, 0.19829, -1.16805], [1.70103, 0.76886, 0.02245], [0.82439, -0.02911, 0.67299], [-0.51490, -0.07704, 0.25380], [1.35848, -0.93280, 1.73129], [-2.80159, -0.95444, -1.06504], [-2.59578, 0.01095, -2.47838], [-3.10072, 0.69522, -0.97970], [-0.31692, -0.45085, -1.82293], [-0.44998, 1.16131, -1.42316], [2.51808, 0.98682, 0.58532], [1.35890, 1.66386, -0.33640], [-1.17570, -0.49089, 1.00738], [2.20531, -1.54693, 1.43553], [0.54431, -1.37857, 2.29612], [1.83119, -0.30330, 2.50538]],
  "lowdin_charge": [-0.097, -0.211, 0.213, -0.280, 0.076, 0.011, 0.090, 0.088, 0.090, 0.146, 0.126, 0.140, 0.144, 0.140, 0.114, 0.099, 0.112]
}

---

2.
{
  "formula": "C9H8ClN",
  "method": "the ωB97M-V functional and the def2-TZVPD basis",
  "fmax_ev_per_a": 5.21,
  "e_homo_ha": [-0.281, -0.281],
  "e_tot_ev": -23469.970,
  "molar_mass_da": 165.6,
  "e_above_lowest_kcal_mol": 92.3,
  "charge": 0,
  "elements": ["C", "C", "C", "C", "C", "C", "C", "C", "C", "N", "Cl", "H", "H", "H", "H", "H", "H", "H", "H"],
  "positions_angstrom": [[2.36275, 0.36396, 1.56835], [1.65080, 1.39842, 0.94875], [2.01480, -0.96057, 1.36111], [0.66485, 1.04664, -0.04015], [1.00570, -1.28721, 0.43095], [0.36174, -0.30486, -0.30818], [-1.00897, -0.98720, -2.44755], [-0.59643, -0.58956, -1.25087], [-2.41018, 0.56825, -0.11180], [-3.48810, 0.18920, -0.56894], [-2.01964, 1.35372, 1.25372], [3.16394, 0.77616, 2.20759], [1.92480, 2.47897, 1.00461], [2.19454, -1.70713, 2.11614], [0.13131, 1.77561, -0.46392], [0.90139, -2.31485, 0.19313], [-2.05542, -0.84212, -2.68267], [-0.33594, -1.44661, -3.03100], [-4.46195, 0.48920, -0.17927]],
  "lowdin_charge": [-0.104, -0.061, -0.078, -0.077, -0.020, -0.317, 0.060, -0.023, -0.794, 0.003, 0.754, 0.107, 0.116, 0.100, 0.050, 0.104, 0.059, 0.024, 0.096]
}

---

3.
{
  "formula": "C4H11NO2",
  "method": "the ωB97M-V functional and the def2-TZVPD basis",
  "fmax_ev_per_a": 4.76,
  "e_homo_ha": -0.326,
  "e_tot_ev": -9909.828,
  "molar_mass_da": 105.1,
  "e_above_lowest_kcal_mol": 55.7,
  "charge": 0,
  "elements": ["C", "C", "O", "C", "N", "C", "O", "H", "H", "H", "H", "H", "H", "H", "H", "H", "H", "H"],
  "positions_angstrom": [[-0.64542, 0.25223, -2.05326], [0.24129, 0.94526, -0.95408], [1.65905, 0.42107, -1.14998], [-0.31445, 0.38287, 0.40117], [0.34357, 1.02028, 1.56488], [-0.19038, -1.13731, 0.60316], [-0.92348, -1.51652, 1.72881], [-0.75451, 0.69444, -3.08403], [-1.75111, 0.35573, -1.73031], [-0.57826, -0.78958, -2.35001], [0.33493, 2.01368, -0.93824], [1.65210, -0.28977, -1.74969], [-1.42388, 0.51267, 0.38232], [-0.25771, 0.77819, 2.32218], [1.35133, 0.92407, 1.56186], [-0.69470, -1.75470, -0.17359], [0.88326, -1.37404, 0.69147], [-1.59728, -2.10727, 1.50133]],
  "lowdin_charge": [-0.076, -0.254, -0.070, -0.352, 0.059, -0.251, -0.047, 0.080, 0.099, 0.063, 0.129, 0.037, 0.142, 0.058, 0.081, 0.123, 0.124, 0.056]
}

---

4.
{
  "formula": "C2H3FLiOTm",
  "method": "the ωB97M-V functional and the def2-TZVPD basis",
  "fmax_ev_per_a": 4.60,
  "e_homo_ha": [-0.609, -0.643],
  "multiplicity": 3,
  "e_tot_ev": -36602.359,
  "molar_mass_da": 237.9,
  "charge": 2,
  "elements": ["H", "C", "C", "O", "Li", "Tm", "F", "H", "H"],
  "positions_angstrom": [[-0.18632, 1.52312, 2.32618], [0.38882, 0.41386, 1.77240], [0.36925, 0.34159, 0.28476], [-0.81508, -0.31276, -0.15273], [-1.65305, -0.23853, 1.57007], [-1.50502, -1.05421, -2.10005], [1.35734, -0.47131, 2.27690], [1.26451, -0.18545, -0.10872], [0.40976, 1.37928, -0.10176]],
  "lowdin_charge": [0.243, -0.111, -0.362, -0.583, 0.809, 1.719, 0.017, 0.139, 0.130]
}

---

5.
{
  "formula": "C51H48AsF3N3S2SbSiTi",
  "method": "the ωB97M-V functional and the def2-TZVPD basis",
  "fmax_ev_per_a": 0.67,
  "e_homo_ha": [-0.375, -0.376],
  "multiplicity": 2,
  "e_tot_ev": -186325.168,
  "molar_mass_da": 1096.7,
  "e_above_lowest_kcal_mol": 0.0,
  "charge": 1,
  "elements": ["Ti", "F", "C", "F", "F", "C", "C", "C", "C", "N", "C", "S", "H", "H", "H", "C", "N", "C", "C", "N", "C", "S", "H", "H", "H", "H", "H", "H", "C", "C", "C", "C", "C", "C", "As", "C", "C", "C", "C", "C", "C", "C", "C", "C", "C", "C", "C", "H", "H", "H", "H", "H", "H", "H", "H", "H", "H", "H", "H", "H", "H", "H", "C", "C", "C", "C", "C", "C", "Sb", "C", "C", "C", "C", "C", "C", "C", "C", "C", "C", "C", "C", "H", "H", "H", "H", "H", "H", "H", "H", "H", "H", "H", "H", "H", "H", "H", "C", "Si", "C", "C", "C", "C", "H", "H", "H", "H", "H", "H", "H", "H", "H"],
  "positions_angstrom": [[1.05116, -0.68513, 0.03745], [3.95719, 0.71134, 3.65281], [4.41360, -0.54616, 3.79493], [4.69150, -0.71761, 5.09717], [5.57749, -0.62619, 3.12938], [3.41195, -1.55969, 3.31756], [3.10481, -2.67041, 4.08166], [2.19039, -3.60023, 3.59804], [1.54609, -3.33493, 2.40453], [1.81342, -2.25418, 1.66805], [2.80872, -1.43533, 2.06070], [3.28003, -0.31169, 0.82202], [3.58560, -2.81454, 5.03907], [1.96227, -4.50008, 4.14689], [0.79519, -4.01386, 2.02050], [-2.59521, -0.19057, -4.34515], [-2.77804, 0.06930, -2.93466], [-3.96221, 0.44915, -2.34558], [-3.72376, 0.61338, -1.02539], [-2.39440, 0.32941, -0.82160], [-1.82061, 0.00334, -1.99307], [-0.19268, -0.39831, -2.29172], [-3.32254, -0.93422, -4.67460], [-1.58883, -0.57570, -4.49411], [-2.71581, 0.73531, -4.90575], [-4.86213, 0.56253, -2.91912], [-4.37320, 0.90183, -0.22124], [-1.86243, 0.45335, 0.04880], [-4.38196, -3.38632, -3.11325], [-3.07536, -3.55575, -3.54689], [-2.01829, -3.36505, -2.67073], [-2.26594, -3.00317, -1.35057], [-3.57808, -2.84373, -0.91636], [-4.63250, -3.03333, -1.79715], [-0.80832, -2.65271, -0.11056], [0.60752, -3.79749, -0.80834], [1.74787, -3.13993, -1.26955], [2.84233, -3.84243, -1.74802], [2.80158, -5.22869, -1.77085], [1.67515, -5.89681, -1.31806], [0.58341, -5.18649, -0.83819], [-1.55769, -3.43886, 1.49572], [-1.56413, -2.63991, 2.63570], [-2.10775, -3.12160, 3.81766], [-2.64607, -4.39797, 3.86291], [-2.65904, -5.19009, 2.72273], [-2.12635, -4.70933, 1.53719], [-5.20437, -3.54366, -3.79709], [-2.87675, -3.84387, -4.56967], [-0.99978, -3.49353, -3.01884], [-3.78367, -2.57865, 0.11613], [-5.64885, -2.91103, -1.45164], [1.83305, -2.03749, -1.33458], [3.71951, -3.31088, -2.09129], [3.64875, -5.78633, -2.14173], [1.64410, -6.97726, -1.33824], [-0.28947, -5.72523, -0.49028], [-1.13179, -1.64091, 2.60000], [-2.10757, -2.50061, 4.70262], [-3.06658, -4.77472, 4.78410], [-3.09474, -6.17868, 2.75515], [-2.17858, -5.31901, 0.64272], [5.46104, 3.43876, -3.98014], [4.88692, 2.18536, -4.13002], [3.86744, 1.78830, -3.27801], [3.41499, 2.64209, -2.27955], [3.99408, 3.89447, -2.13256], [5.01575, 4.29029, -2.98049], [1.80337, 2.03174, -1.04441], [0.20880, 2.94443, -2.12209], [-1.00335, 3.18667, -1.48532], [-2.07332, 3.71693, -2.18828], [-1.94286, 3.99992, -3.54117], [-0.73596, 3.76585, -4.18014], [0.33811, 3.24532, -3.47058], [2.00907, 3.47849, 0.51110], [2.86761, 3.22796, 1.57542], [3.04354, 4.17095, 2.57522], [2.36576, 5.37940, 2.51920], [1.51509, 5.63980, 1.45616], [1.33813, 4.69379, 0.45605], [6.25922, 3.75089, -4.63956], [5.23523, 1.51630, -4.90545], [3.42772, 0.80363, -3.39771], [3.65473, 4.56382, -1.35189], [5.46577, 5.26651, -2.85907], [-1.10483, 2.98075, -0.42485], [-3.00659, 3.92206, -1.67849], [-2.77352, 4.42319, -4.08925], [-0.62319, 4.00060, -5.22938], [1.27958, 3.07845, -3.97887], [3.39739, 2.28892, 1.64500], [3.71398, 3.95883, 3.39720], [2.50596, 6.11777, 3.29696], [0.98555, 6.58195, 1.40090], [0.67656, 4.92147, -0.37216], [-3.70146, 1.63166, 2.75898], [-1.92131, 2.14821, 3.12761], [-1.68704, 3.98296, 2.82532], [-1.41486, 1.65919, 4.86654], [-0.84331, 1.19259, 1.95426], [-0.13886, 0.51858, 1.21483], [-4.36219, 1.88551, 3.58695], [-3.78073, 0.55593, 2.59373], [-4.08149, 2.14788, 1.87672], [-2.33296, 4.56766, 3.48064], [-1.92490, 4.25328, 1.79624], [-0.65699, 4.27965, 3.01281], [-2.02288, 2.16928, 5.61252], [-0.37273, 1.91697, 5.04866], [-1.52332, 0.58637, 5.02207]],
  "lowdin_charge": [0.200, 0.126, -0.599, 0.145, 0.147, -0.104, 0.030, -0.018, -0.110, -0.025, -0.625, 0.680, 0.132, 0.114, 0.099, -0.009, -0.090, -0.034, -0.054, 0.099, -0.714, 0.654, 0.091, 0.063, 0.101, 0.134, 0.114, 0.072, -0.080, -0.086, -0.113, -0.374, -0.113, -0.075, 1.306, -0.384, -0.173, -0.049, -0.059, -0.060, -0.083, -0.401, -0.123, -0.066, -0.067, -0.065, -0.102, 0.109, 0.112, 0.103, 0.109, 0.110, 0.020, 0.118, 0.112, 0.112, 0.098, 0.080, 0.107, 0.109, 0.110, 0.101, -0.077, -0.082, -0.142, -0.380, -0.107, -0.072, 1.488, -0.392, -0.160, -0.086, -0.085, -0.077, -0.111, -0.363, -0.130, -0.072, -0.082, -0.089, -0.131, 0.107, 0.105, 0.094, 0.096, 0.109, 0.084, 0.105, 0.105, 0.106, 0.097, 0.042, 0.107, 0.106, 0.108, 0.093, -0.180, 0.455, -0.169, -0.172, -0.188, -0.270, 0.033, 0.023, 0.017, 0.038, 0.025, 0.022, 0.035, 0.035, 0.021]
}